A 11-piece molecular cluster, C34H48Cl14N4 overall in a non-equilibrium geometry, computed with wB97M-V/def2-TZVPD.

Results
- DFT total energy (Ha) = -7986.0334
- SMILES = c1ccncc1.c1ccncc1.c1ccncc1.c1ccncc1.ClCCCl.ClCCCl.ClCCCl.ClCCCl.ClCCCl.ClCCCl.ClCCCl

ORCA input file:
```
! RIJCOSX wB97M-V def2-TZVPD def2/J DEFGRID3
* xyz 0 1
Cl 2.13 1.90 6.81
Cl -3.43 3.15 0.98
Cl 5.66 0.69 4.12
Cl 5.86 -1.07 0.03
Cl -2.89 6.37 1.23
Cl -0.25 0.22 -1.62
Cl -3.62 -1.59 0.65
Cl -4.45 -4.79 3.41
Cl 0.09 1.08 4.17
Cl 3.36 -1.81 4.42
Cl 2.98 0.59 0.06
Cl -0.17 -4.49 -3.18
Cl 2.63 -4.25 -1.38
Cl -0.20 -1.22 1.40
N -0.22 3.88 -2.24
N -3.72 2.55 -3.81
N 4.34 -0.45 -4.92
N -0.44 -4.27 4.15
C -1.97 5.31 0.20
C 4.00 -1.71 -5.09
C -1.90 -3.68 6.51
C -4.19 1.87 -6.04
C 2.11 3.71 -2.83
C 1.68 -1.27 -4.42
C -1.12 0.84 -0.16
C -2.25 0.95 -4.93
C 2.65 -2.12 -4.97
C 2.08 0.08 -4.20
C -0.46 -3.03 4.63
C 0.98 3.31 -2.08
C -3.75 -3.33 2.74
C -1.80 -4.97 6.02
C -4.41 -2.97 1.39
C 0.61 5.24 -3.94
C 3.17 -1.03 -0.65
C 3.87 0.82 3.65
C 1.01 -4.27 -0.78
C -0.50 0.49 1.21
C 0.02 -3.53 -1.69
C -2.66 1.66 -3.81
C -0.36 1.36 5.85
C -2.91 4.21 -0.38
C 0.71 0.87 6.85
C -0.42 4.91 -3.09
C -1.17 -2.67 5.81
C 3.40 0.40 -4.50
C 1.95 4.77 -3.71
C -4.47 2.58 -4.91
C -1.12 -5.24 4.89
C -3.05 1.01 -6.04
C 3.39 -0.54 3.13
C 4.59 -1.26 -1.25
H -3.78 4.70 -0.80
H -1.19 0.77 2.01
H 1.46 0.85 -3.76
H 1.03 2.54 -1.32
H 0.42 6.02 -4.67
H 2.35 -3.13 -5.21
H 3.04 3.19 -2.69
H 0.28 -2.47 -1.78
H -5.27 3.31 -4.97
H -1.24 -1.62 6.06
H -2.41 3.59 -1.12
H 0.65 -1.58 -4.42
H -1.12 4.90 0.75
H 4.70 -2.25 -1.68
H 0.67 -5.29 -0.64
H 2.41 -0.44 2.68
H 3.65 1.42 -4.26
H -4.80 1.96 -6.93
H 4.71 -2.45 -5.43
H -1.40 5.93 -0.50
H -2.71 -3.56 2.51
H -1.39 0.29 -4.89
H 3.73 1.64 2.94
H 1.01 -3.73 0.16
H -0.56 2.42 5.96
H -0.02 -2.19 4.10
H 4.06 -0.88 2.33
H 3.24 1.09 4.49
H 2.71 5.08 -4.41
H -1.41 5.35 -3.19
H -2.32 -5.79 6.49
H -2.15 0.49 -0.18
H -2.79 0.43 -6.91
H -1.12 1.92 -0.32
H 0.28 0.83 7.85
H -1.33 0.87 5.96
H -1.15 -6.22 4.44
H 0.46 0.97 1.41
H 1.00 -0.15 6.60
H -2.48 -3.46 7.39
H -4.17 -3.73 0.65
H 4.79 -0.51 -2.02
H 2.93 -1.75 0.13
H 2.47 -1.28 -1.44
H -0.96 -3.53 -1.21
H -2.30 1.49 -2.80
H -5.48 -2.83 1.49
H -3.81 -2.49 3.43
*
```

C42H42Ge2N3O3PtS2SeSi as an isolated structure in a non-equilibrium geometry, computed with wB97M-V/def2-TZVPD.

Results
- DFT total energy (Ha) = -9776.2322

ORCA input file:
```
! RIJCOSX wB97M-V def2-TZVPD def2/J DEFGRID3
* xyz -2 2
Pt -0.50 -0.19 -0.65
Se -2.07 -0.27 -2.32
Ge -0.64 2.19 0.06
Ge -2.77 3.61 -0.04
S 4.02 -0.57 -0.47
S 2.27 -1.54 -2.85
Si -0.87 -3.37 1.26
O 3.48 -2.23 -2.45
O 1.32 -2.32 -3.59
O -0.30 -2.10 0.60
N 4.00 2.98 -6.34
N 1.74 0.23 0.44
N 1.56 -0.80 -1.61
C -1.71 -4.67 0.14
C 1.33 -5.19 1.61
C -3.95 2.97 1.46
C -2.25 -2.95 2.54
C -2.59 -1.61 2.67
C 0.53 2.75 4.14
C -1.86 -6.02 0.46
C -3.12 -6.42 -1.55
C 1.90 -4.43 4.20
C 2.72 3.54 -2.20
C 2.79 -0.18 -3.90
C 2.67 0.62 1.34
C -4.19 -2.12 4.37
C 2.71 -5.36 3.56
C -2.56 -6.88 -0.37
C 0.50 4.29 1.85
C -0.01 3.91 -2.32
C 0.50 -4.26 2.23
C 3.95 0.32 1.03
C -3.93 3.32 -1.65
C 0.92 4.85 3.05
C 3.59 1.94 -5.50
C 0.10 2.21 2.93
C 2.18 4.29 -3.22
C 2.42 -5.74 2.26
C -2.93 -3.87 3.32
C 4.54 1.18 -4.82
C -2.28 -4.23 -1.05
C 0.92 4.08 4.20
C 2.24 1.62 -5.38
C 0.07 2.97 1.77
C 0.81 -3.90 3.54
C 2.27 -0.40 -0.58
C -3.89 -3.47 4.23
C -2.92 5.63 0.18
C -3.54 -1.19 3.58
C 1.84 0.57 -4.58
C 0.81 4.48 -3.28
C 0.52 3.18 -1.26
C 1.90 3.00 -1.23
C -2.98 -5.08 -1.88
C 4.13 0.12 -4.03
H -3.98 2.26 -1.88
H -2.16 -3.19 -1.32
H -3.54 3.84 -2.51
H 0.18 -3.17 4.04
H -3.53 3.26 2.42
H 0.38 5.05 -4.09
H -2.67 -7.93 -0.10
H 4.85 -0.49 -3.49
H -4.95 3.39 1.40
H -2.08 -0.88 2.05
H 4.87 3.40 -6.07
H -3.79 -0.14 3.66
H 1.22 4.51 5.15
H -2.53 5.96 1.14
H -1.42 -6.40 1.37
H -4.01 1.89 1.43
H -4.94 -1.80 5.09
H -3.42 -4.71 -2.80
H 5.59 1.42 -4.92
H 4.85 0.53 1.58
H -4.94 3.68 -1.46
H 1.23 5.88 3.09
H -2.40 6.17 -0.61
H 2.13 -4.13 5.21
H -0.21 1.18 2.88
H 3.05 -6.46 1.76
H 1.50 2.22 -5.90
H 2.34 2.44 -0.42
H 3.79 3.35 -2.16
H -4.41 -4.19 4.84
H 3.57 -5.77 4.07
H 0.55 2.14 5.03
H -3.97 5.91 0.13
H -2.70 -4.93 3.23
H 0.50 4.89 0.95
H -1.08 4.04 -2.37
H -3.67 -7.09 -2.19
H 0.80 0.30 -4.47
H 2.36 1.14 2.23
H 1.11 -5.47 0.59
H 2.83 4.73 -3.97
H 3.28 3.67 -6.49
*
```

A 2-piece molecular cluster, C5H13N2 overall in a non-equilibrium geometry, computed with wB97M-V/def2-TZVPD.

Results
- DFT total energy (Ha) = -307.4427

ORCA input file:
```
! RIJCOSX wB97M-V def2-TZVPD def2/J DEFGRID3
* xyz 1 1
N -0.87 -1.60 1.53
N 0.90 -0.88 -1.18
C -0.39 -2.26 0.47
C 0.40 1.98 1.00
C -0.66 1.62 0.02
C -0.63 1.88 -1.28
C 0.83 -2.00 -0.19
H 1.70 -2.62 -0.17
H -1.87 -1.72 1.68
H 1.32 2.36 0.55
H 0.18 -0.96 -1.89
H -1.29 1.37 -1.97
H 1.79 -0.87 -1.68
H -0.60 -0.62 1.60
H -1.03 -3.11 0.19
H 0.81 0.04 -0.72
H 0.03 2.61 1.81
H 0.80 1.11 1.54
H 0.09 2.57 -1.71
H -1.53 1.10 0.41
*
```

One molecule with the formula C17H22BrN5O4S in a non-equilibrium geometry, computed with wB97M-V/def2-TZVPD.

Results
- DFT total energy (Ha) = -4207.7761
- SMILES = COCc1cnnn1CC(=O)Nc1ccc(Br)c(S(=O)(=O)N2CC[C@H](C)C2)c1

ORCA input file:
```
! RIJCOSX wB97M-V def2-TZVPD def2/J DEFGRID3
* xyz 0 1
Br 0.25 0.23 -4.16
S 1.63 -2.17 -2.14
O -0.79 -0.57 2.28
O -3.28 3.18 3.92
O 2.18 -2.90 -0.89
O 1.58 -3.04 -3.34
N -3.89 -0.64 3.62
N -2.39 -1.51 1.03
N 2.78 -0.97 -2.58
N -5.66 -0.01 2.42
N -4.93 -1.02 2.81
C 5.07 -0.59 -3.18
C -0.57 -0.48 -2.60
C -2.32 4.12 4.38
C -1.84 -1.15 -0.25
C -2.45 -0.29 -1.13
C -2.92 1.77 4.15
C -2.66 -1.44 3.48
C 3.82 -1.32 -3.54
C -4.92 1.15 2.72
C -0.61 -1.69 -0.54
C -1.86 0.07 -2.31
C 3.20 -0.05 -1.56
C 0.05 -1.39 -1.75
C 5.51 0.32 -4.40
C -3.90 0.76 3.61
C 4.64 0.30 -1.92
C -1.85 -1.13 2.21
H 3.60 -1.03 -4.59
H -2.05 -1.27 4.40
H 4.75 1.37 -2.09
H 5.89 -0.27 -5.24
H -2.59 5.24 4.15
H -3.42 -1.57 1.14
H 3.15 -0.46 -0.51
H -3.42 0.23 -0.88
H 4.04 -2.44 -3.62
H -1.96 1.54 3.69
H -1.28 3.88 4.04
H -2.81 -2.49 3.45
H 5.36 -0.12 -1.16
H -2.30 0.82 -2.91
H -0.23 -2.37 0.13
H -2.85 1.57 5.23
H 5.90 -1.26 -3.02
H 4.83 1.05 -4.77
H -5.08 2.19 2.43
H -2.50 4.09 5.46
H 2.69 0.93 -1.65
H 6.41 0.86 -4.05
*
```

CH2FIO2S as an isolated structure in a non-equilibrium geometry, computed with wB97M-V/def2-TZVPD.

Results
- DFT total energy (Ha) = -985.4269

ORCA input file:
```
! RIJCOSX wB97M-V def2-TZVPD def2/J DEFGRID3
* xyz 0 1
I 0.51 -2.76 0.85
S 0.78 -0.23 0.79
F -1.24 -0.46 -1.34
O 2.05 -0.10 0.19
O 0.45 0.29 2.07
C -0.79 0.69 -0.80
H -0.41 1.29 -1.59
H -1.34 1.30 -0.18
*
```

C17H21BCoN9O2 as an isolated structure in a non-equilibrium geometry, computed with wB97M-V/def2-TZVPD.

Results
- DFT total energy (Ha) = -2710.8583

ORCA input file:
```
! RIJCOSX wB97M-V def2-TZVPD def2/J DEFGRID3
* xyz 2 1
Co -0.21 -0.27 0.36
O 2.55 2.51 1.18
O 1.16 0.84 0.77
N -1.91 -0.97 0.54
N -0.09 -2.61 -1.03
N 0.47 -1.91 -0.02
N -0.55 0.19 -1.35
N -2.06 -3.09 -2.55
N -1.07 -0.69 -2.23
N -2.36 -1.81 -0.41
N 4.65 1.57 -0.01
N -2.19 -4.34 -2.00
C 2.33 1.43 0.70
C 0.66 -3.68 -1.28
C 1.60 -2.53 0.35
C -3.05 -4.33 -4.09
C -2.57 -3.08 -3.82
C -0.62 1.21 -3.30
C -3.56 -2.27 -0.04
C -2.79 -5.07 -2.92
C -0.26 1.34 -1.97
C -1.12 -0.08 -3.42
C -2.83 -0.90 1.52
C 1.76 -3.67 -0.41
C 5.26 1.82 -1.38
C -3.90 -1.71 1.18
C 3.37 0.77 -0.17
C 3.09 0.84 -1.68
C 4.48 0.88 -2.30
B -1.45 -2.10 -1.65
H 5.31 1.11 0.62
H -2.61 -2.20 -4.44
H -4.09 -2.97 -0.66
H 0.36 -4.40 -2.01
H 2.19 -2.16 1.18
H 3.57 -0.26 0.14
H -0.55 1.96 -4.08
H 4.93 -0.11 -2.29
H -3.52 -4.66 -5.00
H -2.68 -0.27 2.38
H 2.49 0.00 -2.01
H 4.48 1.24 -3.33
H 0.15 2.18 -1.44
H -1.49 -0.58 -4.29
H 4.36 2.44 0.47
H 5.10 2.87 -1.61
H 2.52 -4.42 -0.32
H 6.32 1.63 -1.33
H 2.55 1.77 -1.90
H -4.80 -1.87 1.74
H -3.01 -6.11 -2.72
*
```